Record 1
28
Properties=species:S:1:pos:R:3:nbo_charge:R:1 method="wB97M-V/def2-TZVPD" relative_energy_kcal_mol=102.8 max_force_ha_per_bohr=0.102 homo_energy_ha=-0.316 total_charge=0 smiles=COc1ccccc1[C@@H]1C[C@@H]1CN gap_ev=9.53
C 1.456 2.808 -0.091 -0.27
O 1.137 1.650 0.675 -0.55
C 1.304 0.400 0.128 0.29
C 2.404 -0.322 0.604 -0.24
C 2.518 -1.647 0.192 -0.21
C 1.528 -2.201 -0.523 -0.22
C 0.313 -1.566 -0.854 -0.22
C 0.196 -0.226 -0.610 -0.03
C -1.066 0.450 -1.153 -0.25
C -1.943 1.510 -0.367 -0.45
C -2.345 0.041 -0.626 -0.26
C -2.505 -1.038 0.327 -0.21
N -2.052 -0.714 1.768 -0.86
H 1.593 3.659 0.697 0.19
H 2.482 2.733 -0.510 0.19
H 0.454 3.128 -0.733 0.19
H 3.264 0.033 1.301 0.23
H 3.547 -2.078 0.381 0.22
H 1.585 -3.261 -0.718 0.21
H -0.438 -1.808 -1.573 0.22
H -0.950 0.679 -2.153 0.22
H -1.338 1.626 0.626 0.26
H -2.359 2.241 -1.007 0.22
H -3.202 -0.009 -1.167 0.23
H -1.891 -1.877 -0.145 0.21
H -3.580 -1.331 0.477 0.18
H -2.417 -1.361 2.574 0.36
H -2.648 0.174 2.002 0.35

Record 2
30
Properties=species:S:1:pos:R:3:nbo_charge:R:1 method="wB97M-V/def2-TZVPD" relative_energy_kcal_mol=54.0 max_force_ha_per_bohr=0.080 homo_energy_ha=-0.309 total_charge=0 smiles=COc1ccccc1OC[C@H]1NCCS1 gap_ev=9.16
C -1.844 2.788 -0.130 -0.24
O -1.235 1.601 -0.196 -0.51
C -1.960 0.445 -0.082 0.26
C -3.407 0.399 0.053 -0.29
C -4.123 -0.758 0.340 -0.20
C -3.344 -1.893 0.329 -0.22
C -1.994 -1.868 0.172 -0.24
C -1.211 -0.777 0.035 0.26
O 0.161 -0.754 -0.022 -0.53
C 0.738 -0.444 -1.281 -0.10
C 2.050 0.088 -1.008 -0.19
N 2.079 1.255 -0.147 -0.63
C 2.233 0.845 1.319 -0.25
C 3.388 -0.172 1.379 -0.51
S 3.463 -0.897 -0.392 0.15
H -2.410 2.860 0.750 0.17
H -2.527 2.921 -1.003 0.17
H -1.103 3.570 0.038 0.20
H -3.837 1.437 -0.100 0.22
H -5.182 -0.823 0.350 0.22
H -3.798 -2.785 0.551 0.21
H -1.466 -2.782 0.375 0.22
H 0.717 -1.409 -1.923 0.20
H 0.258 0.371 -1.787 0.19
H 2.411 0.429 -2.000 0.22
H 1.062 1.573 -0.259 0.37
H 2.522 1.672 1.924 0.20
H 1.353 0.299 1.664 0.20
H 3.177 -1.055 2.109 0.24
H 4.280 0.587 1.597 0.23

Record 3
30
Properties=species:S:1:pos:R:3:nbo_charge:R:1 method="wB97M-V/def2-TZVPD" relative_energy_kcal_mol=29.2 max_force_ha_per_bohr=0.019 homo_energy_ha=-0.341 total_charge=0 smiles="C[C@@H](O)CC(=O)NOCc1ccccc1" gap_ev=9.93
C -0.473 2.429 -0.551 -0.64
C 0.800 2.839 0.197 0.12
O 0.590 2.922 1.577 -0.73
C 1.959 1.869 -0.133 -0.53
C 1.599 0.460 0.304 0.66
O 1.063 0.207 1.361 -0.63
N 1.921 -0.481 -0.614 -0.34
O 1.770 -1.843 -0.373 -0.36
C 0.628 -2.393 -1.030 -0.10
C -0.668 -1.762 -0.593 0.00
C -1.026 -1.785 0.749 -0.20
C -2.191 -1.170 1.169 -0.20
C -3.012 -0.536 0.250 -0.21
C -2.663 -0.515 -1.089 -0.22
C -1.489 -1.119 -1.508 -0.24
H -1.270 3.131 -0.319 0.22
H -0.303 2.430 -1.624 0.20
H -0.790 1.436 -0.241 0.22
H 1.092 3.850 -0.117 0.18
H 0.501 2.011 1.907 0.49
H 2.837 2.179 0.438 0.24
H 2.193 1.912 -1.196 0.21
H 2.433 -0.261 -1.457 0.38
H 0.667 -3.448 -0.747 0.21
H 0.751 -2.307 -2.119 0.17
H -0.374 -2.267 1.462 0.23
H -2.456 -1.181 2.215 0.22
H -3.921 -0.055 0.579 0.22
H -3.297 -0.017 -1.807 0.21
H -1.213 -1.092 -2.553 0.21

Record 4
29
Properties=species:S:1:pos:R:3:nbo_charge:R:1 method="wB97M-V/def2-TZVPD" relative_energy_kcal_mol=37.5 max_force_ha_per_bohr=0.070 homo_energy_ha="-0.195 / -0.195" total_charge=0 gap_ev="4.26 / 4.26"
C -0.401 0.471 -2.290 -0.39
C -1.221 1.553 -1.849 -0.36
C -0.331 2.558 -1.369 -0.34
C 0.971 2.286 -1.898 -0.34
C 0.978 0.908 -2.229 -0.39
Y 1.486 -1.376 1.149 0.83
P -0.095 -2.773 -0.173 -0.09
H -0.726 -0.497 -2.651 0.18
H -2.311 1.550 -1.808 0.19
H -0.638 3.487 -0.878 0.19
H 1.837 0.263 -2.384 0.18
H 1.844 2.926 -1.893 0.19
H 1.110 -3.545 -0.536 0.06
H -1.175 -3.597 -0.636 0.07
H 0.145 -3.087 1.312 -0.04
N -0.223 -0.909 2.526 -1.00
C -0.039 -0.147 3.772 0.12
C 1.215 -0.162 4.347 -0.23
C 1.264 0.164 5.722 -0.18
C 0.076 0.378 6.430 -0.20
C -1.148 0.506 5.755 -0.18
C -1.218 0.179 4.403 -0.23
H -0.829 -1.737 2.682 0.41
H -0.826 -0.436 1.832 0.41
H 2.101 -0.459 3.745 0.21
H 2.235 0.209 6.224 0.23
H 0.096 0.438 7.518 0.23
H -2.042 0.826 6.276 0.23
H -2.151 0.124 3.843 0.23

Record 5
28
Properties=species:S:1:pos:R:3:nbo_charge:R:1 method="wB97M-V/def2-TZVPD" relative_energy_kcal_mol=106.7 max_force_ha_per_bohr=0.100 homo_energy_ha="-0.271 / -0.246" total_charge=0 gap_ev="6.88 / 5.16"
C -0.601 2.278 3.044 -0.22
C -1.371 1.159 3.367 -0.25
C -0.178 2.437 1.819 -0.21
C -1.694 0.212 2.407 -0.21
C -0.659 1.609 0.677 0.16
C -1.345 0.471 1.082 -0.26
C -0.948 -1.221 -1.263 -0.27
C 0.850 -0.017 -2.505 -0.66
C 1.005 -2.535 -1.994 -0.59
C 1.245 -0.973 -0.136 -0.60
C 0.555 -1.137 -1.498 -0.11
N -0.347 1.864 -0.572 -0.73
S -1.980 -0.804 -0.040 0.59
H -0.402 3.034 3.758 0.22
H -1.705 1.240 4.400 0.22
H 0.625 3.136 1.442 0.20
H -2.058 -0.755 2.632 0.22
H -1.482 -1.678 -2.033 0.21
H 0.343 0.866 -1.952 0.30
H 0.583 -0.405 -3.451 0.20
H 1.913 0.075 -2.471 0.20
H 0.499 -2.811 -3.009 0.20
H 2.033 -2.652 -2.220 0.22
H 0.685 -3.259 -1.268 0.21
H 2.294 -1.538 -0.264 0.21
H 0.522 -1.358 0.713 0.22
H 1.455 0.023 0.047 0.22
H 0.165 2.737 -0.711 0.34

Record 6
29
Properties=species:S:1:pos:R:3:nbo_charge:R:1 method="wB97M-V/def2-TZVPD" relative_energy_kcal_mol=79.4 max_force_ha_per_bohr=0.085 homo_energy_ha=-0.467 total_charge=+1 gap_ev=7.33
C -1.787 -2.576 -1.108 -0.20
C -0.419 -2.271 -1.136 -0.21
C -2.695 -1.544 -1.040 -0.18
C 0.034 -1.018 -1.332 -0.23
C -2.229 -0.202 -1.189 -0.21
C -0.908 0.046 -1.324 -0.05
C 1.219 0.053 1.595 0.72
C -0.008 -0.787 1.846 -0.74
C -0.472 1.556 -1.336 -0.06
C 1.205 1.482 1.827 -0.60
C 0.892 2.362 0.450 0.01
O 3.292 0.217 0.570 -0.39
O -0.357 2.065 0.036 -0.53
O 2.143 -0.518 0.751 -0.17
H -2.201 -3.574 -0.886 0.24
H 0.391 -2.980 -0.930 0.22
H -3.710 -1.661 -1.042 0.22
H 1.074 -0.687 -1.325 0.20
H -2.867 0.581 -1.114 0.21
H -0.892 -0.326 1.395 0.31
H -0.223 -0.882 2.893 0.29
H 0.158 -1.818 1.304 0.28
H 0.460 1.652 -1.745 0.18
H -1.209 2.066 -1.856 0.21
H 0.310 1.650 2.346 0.27
H 2.247 1.748 2.101 0.30
H 1.044 3.437 0.790 0.22
H 1.727 2.227 -0.358 0.19
H 3.783 -0.301 -0.184 0.52

Record 7
30
Properties=species:S:1:pos:R:3:nbo_charge:R:1 method="wB97M-V/def2-TZVPD" max_force_ha_per_bohr=0.026 homo_energy_ha=0.049 total_charge=-2 gap_ev=4.57
C -2.093 -2.350 -1.988 -0.41
C -0.708 -2.570 -1.984 -0.24
C -2.542 -1.032 -2.045 -0.22
C 0.179 -1.534 -2.027 -0.24
C -1.665 0.022 -2.089 -0.32
C -0.244 -0.167 -2.076 -0.04
C -0.116 -0.210 2.351 -0.59
C 1.675 2.115 0.850 -0.58
C 0.648 -0.143 1.024 -0.47
C 0.661 0.865 -2.018 -0.83
C 0.682 1.271 0.542 -0.07
O 3.098 -0.230 -1.179 -1.22
O 2.810 0.251 -3.684 -1.20
O 2.974 2.181 -2.007 -1.04
P 2.450 0.587 -2.268 2.32
H -2.794 -3.182 -1.952 0.17
H -0.342 -3.596 -1.947 0.17
H -3.617 -0.837 -2.056 0.17
H 1.244 -1.704 -2.029 0.22
H -2.058 1.037 -2.136 0.17
H -1.123 0.191 2.223 0.19
H 0.389 0.386 3.115 0.18
H -0.200 -1.237 2.710 0.18
H 2.615 1.760 1.245 0.19
H 2.821 2.231 -1.060 0.47
H 1.627 3.164 0.592 0.18
H 1.667 -0.511 1.144 0.22
H 0.149 -0.775 0.287 0.24
H 0.317 1.882 -2.192 0.19
H -0.264 1.664 0.198 0.19

Record 8
28
Properties=species:S:1:pos:R:3:nbo_charge:R:1 method="wB97M-V/def2-TZVPD" relative_energy_kcal_mol=23.4 max_force_ha_per_bohr=0.081 homo_energy_ha="-0.455 / -0.455" total_charge=+1 gap_ev="6.98 / 6.98"
C 0.527 -2.855 -2.185 -0.05
C -0.194 -1.695 -2.567 -0.24
C 0.618 -3.149 -0.833 -0.23
C -0.830 -0.865 -1.704 0.02
C -0.216 -2.413 0.049 -0.07
C -0.898 -1.300 -0.317 -0.27
C -2.283 0.346 1.268 -0.26
C -1.546 -0.428 0.515 0.35
C -1.737 1.202 2.417 -0.62
C 1.976 0.906 1.176 -0.78
C 1.043 3.141 -0.538 -0.77
O 0.989 0.544 -1.208 -0.97
S 0.664 1.355 -0.043 1.24
H 1.141 -3.369 -2.887 0.24
H -0.144 -1.451 -3.662 0.24
H 1.147 -4.015 -0.394 0.25
H -1.514 -0.125 -1.895 0.22
H -0.266 -2.795 1.058 0.23
H -3.337 0.105 1.317 0.28
H -1.962 0.645 3.324 0.25
H -2.161 2.218 2.607 0.25
H -0.674 1.273 2.294 0.21
H 1.930 1.620 1.946 0.23
H 2.960 1.021 0.734 0.26
H 1.513 -0.069 1.360 0.23
H 0.153 3.397 -1.173 0.25
H 2.011 3.106 -1.118 0.26
H 1.089 3.652 0.461 0.24